{
  "formula": "C4H13N2O2",
  "method": "ωB97M-V/def2-TZVPD",
  "elements": ["N", "C", "C", "C", "O", "C", "N", "H", "H", "H", "H", "H", "H", "H", "H", "H", "H", "H", "H", "H", "O"],
  "positions_angstrom": [[0.09157, -1.15477, 0.70690], [-0.57142, -0.20795, -0.27413], [-0.90786, 1.18023, 0.32041], [-1.19196, 1.21233, 1.78360], [-0.59944, 0.52458, 2.58965], [0.19407, -0.22853, -1.62296], [-0.13406, -1.39121, -2.36967], [-0.57026, -1.39724, 1.46219], [0.91289, -0.71284, 1.26402], [0.50168, -1.98044, 0.35404], [-1.66825, -0.52076, -0.42406], [-0.18653, 2.06210, 0.25118], [-1.87430, 1.48449, -0.18274], [-1.88346, 1.97039, 2.11405], [-0.22186, 0.73895, -2.06179], [1.28099, -0.06158, -1.54963], [0.34163, -2.24753, -2.28238], [-0.55305, -1.19098, -3.25002], [2.90385, 0.55787, 0.44581], [1.84716, 1.03430, 1.59341], [2.28864, 0.32859, 1.13210]],
  "forces_ev_per_angstrom": [[-0.14, 1.52, 2.76], [-0.88, 0.09, 0.02], [-0.30, 1.09, -0.30], [0.82, -0.54, 0.57], [-0.31, 0.17, -0.13], [-0.92, 1.60, 0.40], [-1.15, 1.05, -0.16], [0.30, -0.12, -0.49], [-1.07, -0.14, -1.46], [0.06, -1.28, -1.20], [2.05, -0.70, -0.16], [-0.50, -1.19, -0.52], [1.26, 0.06, 0.31], [-0.58, 0.49, 0.28], [0.63, -1.47, -0.26], [-0.29, 0.03, 0.54], [0.81, -0.59, -0.08], [-0.05, -0.40, -0.48], [0.29, 0.83, -0.14], [0.50, 0.99, -0.05], [-0.53, -1.49, 0.55]],
  "multiplicity": 1,
  "energy_ha": -419.92036,
  "orbital_gap_ev": 9.99,
  "relative_energy_kj_mol": 275.8,
  "total_charge": 1,
  "fmax_ev_per_a": 3.2
}

{
  "formula": "C28H38BN8O6S3W",
  "method": "ωB97M-V/def2-TZVPD",
  "elements": ["W", "O", "C", "O", "C", "C", "C", "C", "C", "N", "C", "O", "O", "H", "H", "H", "H", "C", "C", "C", "C", "N", "C", "C", "N", "B", "N", "C", "C", "N", "C", "S", "C", "C", "C", "C", "N", "C", "C", "N", "C", "S", "C", "C", "C", "C", "C", "S", "H", "H", "H", "H", "H", "H", "H", "H", "H", "H", "H", "H", "H", "H", "H", "H", "H", "H", "H", "H", "H", "H", "H", "H", "H", "H", "H", "H", "H", "H", "H", "H", "H", "H", "O", "N", "O"],
  "positions_angstrom": [[0.89482, -0.39671, -0.61439], [-0.97993, -4.22134, 0.18588], [-0.31689, -3.09352, 0.20011], [-0.60892, -2.12309, -0.48986], [0.82600, -3.00756, 1.11939], [1.27337, -3.96269, 2.00450], [2.37485, -3.64326, 2.79750], [2.95367, -2.39147, 2.69841], [2.42041, -1.48757, 1.78892], [1.39839, -1.80860, 1.02258], [2.82978, -0.04229, 1.64134], [3.72202, 0.41359, 2.31292], [2.06150, 0.60554, 0.81514], [-1.69041, -4.18449, -0.47517], [0.78834, -4.92568, 2.07102], [2.76266, -4.37372, 3.49430], [3.79508, -2.08278, 3.30302], [-5.02725, -1.12496, -0.52432], [-4.34176, -0.43155, -1.70521], [-3.48247, -1.46139, -2.42588], [-5.37013, 0.13094, -2.68635], [-3.56926, 0.73667, -1.15466], [-4.24232, 1.70075, -0.42297], [-3.36456, 2.67574, -0.12722], [-2.15608, 2.33132, -0.68228], [-0.91533, 3.24538, -0.54317], [-0.17255, 3.36995, -1.89371], [-0.73581, 4.18620, -2.85280], [-0.04906, 4.02124, -3.99753], [0.94832, 3.09725, -3.75145], [0.85164, 2.70459, -2.45868], [1.96282, 1.64631, -1.66840], [1.91610, 2.60943, -4.79596], [1.58609, 3.29786, -6.11854], [1.74127, 1.10266, -4.97564], [3.34228, 2.99157, -4.40170], [-0.06163, 2.87909, 0.71092], [0.65701, 3.88699, 1.31219], [0.96980, 3.49034, 2.55628], [0.44872, 2.22189, 2.73678], [-0.14904, 1.85439, 1.57846], [-0.80118, 0.28970, 1.16141], [0.42991, 1.62707, 4.11939], [1.80279, 1.85122, 4.75861], [-0.65794, 2.36881, 4.89723], [0.12830, 0.13397, 4.14481], [-2.28596, 1.14840, -1.29879], [-1.00093, 0.33679, -2.13603], [-5.55893, -2.00288, -0.88998], [-5.75685, -0.49072, -0.02468], [-4.28742, -1.44621, 0.21085], [-4.14551, -2.28279, -2.70164], [-2.68537, -1.84237, -1.79260], [-3.03436, -1.06978, -3.33535], [-5.95938, -0.68684, -3.10108], [-4.87148, 0.64497, -3.50874], [-6.05488, 0.82837, -2.20398], [-5.28728, 1.62230, -0.19463], [-3.49246, 3.59427, 0.41645], [-1.35507, 4.34215, -0.31728], [-1.57470, 4.81964, -2.62789], [-0.17508, 4.49784, -4.94915], [0.57513, 3.07150, -6.45900], [2.27608, 2.91443, -6.86829], [1.72257, 4.37906, -6.06738], [0.72721, 0.87756, -5.31127], [1.94403, 0.54738, -4.06420], [2.43800, 0.76352, -5.74345], [3.40982, 4.06349, -4.20780], [4.01008, 2.75430, -5.23022], [3.68544, 2.44996, -3.52564], [0.86044, 4.81332, 0.80592], [1.49958, 4.00928, 3.33024], [2.01119, 2.90115, 4.95770], [2.60274, 1.44866, 4.13657], [1.81447, 1.34339, 5.72249], [-0.45932, 3.44046, 4.92887], [-0.69264, 1.99896, 5.92203], [-1.63553, 2.20850, 4.43957], [0.83071, -0.43569, 3.54144], [-0.88155, -0.09811, 3.81926], [0.23402, -0.18842, 5.18120], [2.77264, -0.97102, -1.14187], [1.83010, -1.86386, -1.53599], [1.10746, -1.18444, -2.47482]],
  "forces_ev_per_angstrom": [[-0.15, 0.40, -0.03], [-0.02, -0.02, 0.01], [0.01, -0.08, -0.05], [-0.08, -0.05, -0.02], [0.07, 0.00, 0.08], [0.00, -0.03, -0.03], [0.03, -0.01, 0.03], [-0.01, 0.00, -0.01], [-0.02, 0.01, 0.00], [-0.03, 0.08, -0.03], [0.17, -0.06, 0.01], [-0.07, 0.04, 0.00], [-0.01, -0.04, -0.04], [0.00, 0.03, -0.02], [-0.03, 0.01, -0.03], [0.01, 0.01, 0.00], [0.00, 0.00, 0.00], [0.03, 0.01, 0.00], [-0.01, -0.04, 0.03], [0.02, 0.01, 0.00], [-0.02, 0.00, 0.01], [-0.01, 0.06, -0.08], [0.00, -0.04, 0.01], [0.02, 0.00, 0.01], [0.00, -0.02, -0.05], [-0.01, 0.03, 0.00], [0.01, -0.03, 0.00], [-0.03, -0.03, 0.01], [0.04, 0.04, 0.00], [-0.03, -0.02, 0.04], [0.03, 0.04, -0.06], [-0.02, 0.08, 0.06], [0.00, -0.01, -0.03], [0.01, -0.01, -0.02], [0.04, 0.00, -0.02], [-0.03, 0.00, 0.02], [0.05, 0.02, -0.02], [0.00, 0.00, -0.03], [-0.04, -0.01, 0.04], [0.08, 0.00, -0.03], [-0.04, 0.00, 0.03], [-0.11, 0.08, 0.10], [0.01, -0.02, 0.01], [0.01, 0.00, 0.01], [0.00, 0.02, -0.01], [0.00, 0.01, 0.03], [0.01, -0.06, 0.08], [0.03, -0.08, -0.03], [0.00, 0.00, -0.01], [0.00, 0.04, 0.02], [0.00, 0.00, 0.00], [-0.01, 0.01, -0.01], [-0.01, -0.01, -0.01], [0.01, 0.01, 0.00], [0.00, 0.00, 0.01], [0.00, 0.00, 0.00], [-0.01, -0.01, -0.02], [-0.02, -0.01, 0.01], [-0.01, 0.00, 0.00], [-0.01, 0.01, 0.01], [-0.01, 0.00, -0.01], [-0.02, 0.01, 0.02], [0.00, 0.00, 0.00], [0.00, 0.01, 0.00], [0.00, 0.00, 0.00], [0.00, -0.01, 0.02], [-0.01, 0.01, -0.01], [-0.01, 0.00, -0.01], [0.00, 0.00, 0.00], [-0.01, -0.01, 0.00], [-0.01, -0.02, 0.05], [0.00, 0.00, 0.00], [0.01, 0.00, 0.00], [-0.03, 0.01, 0.00], [-0.02, 0.00, 0.01], [0.02, -0.01, 0.00], [0.00, 0.00, 0.00], [0.00, 0.00, 0.00], [0.00, 0.00, 0.00], [0.01, -0.01, -0.02], [0.00, 0.01, -0.01], [-0.01, -0.01, 0.00], [0.11, 0.02, -0.04], [0.16, -0.49, -0.02], [-0.05, 0.11, 0.02]],
  "multiplicity": 1,
  "energy_ha": -3265.76887,
  "orbital_gap_ev": 6.64,
  "relative_energy_kj_mol": 42.1,
  "total_charge": 1,
  "fmax_ev_per_a": 0.5
}

{
  "formula": "C5H11OS",
  "method": "ωB97M-V/def2-TZVPD",
  "elements": ["C", "S", "C", "C", "C", "C", "O", "H", "H", "H", "H", "H", "H", "H", "H", "H", "H", "H"],
  "positions_angstrom": [[-2.85099, 0.13141, 0.46922], [-1.82095, 0.14617, -1.04178], [-0.31752, 0.98999, -0.48213], [0.44798, 0.37610, 0.69873], [1.18726, -0.89687, 0.28798], [2.24571, -0.60013, -0.82819], [2.74236, 0.64322, -0.82416], [-2.89745, 1.08662, 0.98602], [-3.86319, -0.20465, 0.24500], [-2.40781, -0.65671, 1.07445], [-0.57672, 2.02258, -0.21856], [0.29594, 1.02553, -1.38034], [1.22726, 1.07778, 0.98801], [-0.28846, 0.05768, 1.43132], [0.50698, -1.68845, -0.04237], [1.70926, -1.25066, 1.19414], [1.68360, -0.81954, -1.79704], [2.97673, -1.44007, -0.76029]],
  "forces_ev_per_angstrom": [[0.48, -0.70, -0.30], [-0.48, 0.16, 0.07], [-0.02, 0.46, 0.42], [-0.34, -1.12, -1.55], [0.67, 0.15, 0.36], [-0.82, 0.17, -0.68], [0.27, -0.05, 0.39], [0.17, 0.06, 0.00], [0.02, 0.14, -0.32], [-0.13, 0.27, 0.54], [-0.13, -0.05, -0.20], [0.26, 0.01, 0.10], [-0.27, 0.16, 0.39], [0.11, 0.59, 0.75], [-0.10, -0.02, 0.05], [-0.09, -0.08, -0.14], [0.15, -0.12, 0.16], [0.24, -0.04, -0.02]],
  "multiplicity": 1,
  "energy_ha": -670.51159,
  "orbital_gap_ev": 5.59,
  "smiles": "CSCCCC[O-]",
  "relative_energy_kj_mol": 138.8,
  "total_charge": -1,
  "fmax_ev_per_a": 1.9
}

{
  "formula": "C3H4BaMgO4",
  "method": "ωB97M-V/def2-TZVPD",
  "elements": ["O", "C", "O", "C", "Mg", "H", "H", "H", "H", "O", "C", "O", "Ba"],
  "positions_angstrom": [[-3.93231, 2.47205, 2.08027], [-3.75564, 1.29004, 1.49620], [-4.20237, 0.13862, 2.13221], [-5.44229, 0.25097, 2.88913], [-5.31639, 2.29915, 3.40091], [-0.13892, 0.64609, 0.91432], [-5.37492, -0.51352, 3.67721], [-6.27040, -0.05676, 2.22255], [-3.10999, 1.10939, 0.62614], [1.39864, -0.75235, 0.55096], [0.97727, 0.43476, 0.66664], [1.79664, 1.38704, 0.51652], [3.69849, -0.08538, 0.11839]],
  "forces_ev_per_angstrom": [[1.40, -4.62, -4.13], [-1.43, 1.13, 5.61], [1.85, 2.33, -3.90], [-0.91, -0.04, 0.91], [-1.25, 0.71, 1.43], [1.78, -0.33, -0.39], [0.11, 0.24, -0.30], [0.52, 0.05, 0.08], [-0.33, 0.20, 0.28], [-0.64, -0.38, 0.11], [-0.73, 0.18, 0.21], [-0.47, 0.54, 0.10], [0.09, 0.00, -0.01]],
  "multiplicity": 2,
  "energy_ha": -642.98849,
  "orbital_gap_ev": [1.78, 5.57],
  "s_squared": 0.7510,
  "total_charge": 1,
  "fmax_ev_per_a": 6.4
}

{
  "formula": "C2H4N4",
  "method": "ωB97M-V/def2-TZVPD",
  "elements": ["H", "N", "C", "N", "N", "C", "N", "H", "H", "H"],
  "positions_angstrom": [[-1.00608, 2.04074, -0.07705], [-0.14099, 1.50664, -0.04313], [-0.29765, 0.22646, 0.00932], [-1.48117, -0.51524, -0.07273], [0.84039, -0.60973, -0.06245], [2.06528, -0.17980, -0.02396], [3.13639, 0.26782, 0.03095], [-2.31958, 0.04417, 0.04569], [-1.46319, -1.24398, 0.65521], [0.66660, -1.53709, -0.46183]],
  "forces_ev_per_angstrom": [[-0.02, -0.33, 0.27], [0.09, -1.83, 0.06], [0.08, 2.57, -1.07], [0.29, -0.65, 1.10], [-2.62, -1.65, -0.07], [3.01, 1.72, 0.15], [-1.07, -0.69, -0.06], [0.30, 0.02, -0.09], [-0.24, 0.26, -0.62], [0.19, 0.59, 0.32]],
  "multiplicity": 1,
  "energy_ha": -297.61803,
  "orbital_gap_ev": 10.22,
  "smiles": "[H]/N=C(\\N)NC#N",
  "relative_energy_kj_mol": 69.0,
  "total_charge": 0,
  "fmax_ev_per_a": 3.5
}

Repeat the fourth record exactly.
{
  "formula": "C3H4BaMgO4",
  "method": "ωB97M-V/def2-TZVPD",
  "elements": ["O", "C", "O", "C", "Mg", "H", "H", "H", "H", "O", "C", "O", "Ba"],
  "positions_angstrom": [[-3.93231, 2.47205, 2.08027], [-3.75564, 1.29004, 1.49620], [-4.20237, 0.13862, 2.13221], [-5.44229, 0.25097, 2.88913], [-5.31639, 2.29915, 3.40091], [-0.13892, 0.64609, 0.91432], [-5.37492, -0.51352, 3.67721], [-6.27040, -0.05676, 2.22255], [-3.10999, 1.10939, 0.62614], [1.39864, -0.75235, 0.55096], [0.97727, 0.43476, 0.66664], [1.79664, 1.38704, 0.51652], [3.69849, -0.08538, 0.11839]],
  "forces_ev_per_angstrom": [[1.40, -4.62, -4.13], [-1.43, 1.13, 5.61], [1.85, 2.33, -3.90], [-0.91, -0.04, 0.91], [-1.25, 0.71, 1.43], [1.78, -0.33, -0.39], [0.11, 0.24, -0.30], [0.52, 0.05, 0.08], [-0.33, 0.20, 0.28], [-0.64, -0.38, 0.11], [-0.73, 0.18, 0.21], [-0.47, 0.54, 0.10], [0.09, 0.00, -0.01]],
  "multiplicity": 2,
  "energy_ha": -642.98849,
  "orbital_gap_ev": [1.78, 5.57],
  "s_squared": 0.7510,
  "total_charge": 1,
  "fmax_ev_per_a": 6.4
}